#a
# C2H5BrClN

A cluster of 2 separate species, C2H5BrClN in total (ωB97M-V/def2-TZVPD, OMol25).

Positions of all 10 atoms, in Å:
1 C 0.7886 0.0008 -0.4136
2 C -0.6094 1.0074 0.7512
3 N 0.4658 -1.2804 -0.7909
4 Cl 0.6084 -2.5430 0.5087
5 Br -2.2539 0.9581 -0.3131
6 H 1.6811 0.0706 0.3200
7 H 0.8137 0.7178 -1.1560
8 H -0.3086 1.9204 0.4753
9 H -0.7134 0.6121 1.7312
10 H -0.4724 -1.4639 -1.1127

Summary:
**LUMO energy**: 0.011 hartree
**Gap between HOMO and LUMO**: 9.02 eV
**2S+1**: 1

These are the Löwdin partial charges, in e, on atoms 1 to 8: number 1, C, carries -0.249; number 2, C, carries -0.478; number 3, N, carries -0.429; number 4, Cl, carries 0.502; number 5, Br, carries 0.521; number 6, H, carries 0.114; number 7, H, carries 0.051; number 8, H, carries -0.069

=====

#b
# C2H5BrClN

A cluster of 2 separate species, C2H5BrClN in total (ωB97M-V/def2-TZVPD, OMol25).

Positions of all 10 atoms, in Å:
1 C -1.0099 -0.6440 0.4805
2 C 1.0259 0.3540 -0.3051
3 N -0.0261 -0.4229 -0.5825
4 Cl 1.8182 1.0831 -1.6615
5 Br 2.2198 -0.2395 1.0398
6 H -0.3702 -1.0061 1.2062
7 H -1.5806 0.2828 0.5891
8 H -1.6891 -1.4822 0.2154
9 H -0.0699 2.0567 0.4418
10 H -0.3180 0.0179 -1.4237

Summary:
**LUMO energy (spin up / spin down)**: -0.005 / -0.011 hartree
**Gap between HOMO and LUMO (spin up / spin down)**: 8.84 / 7.51 eV
**2S+1**: 1

These are the Löwdin partial charges, in e, on atoms 1 to 8: number 1, C, carries -0.099; number 2, C, carries -1.318; number 3, N, carries -0.209; number 4, Cl, carries 0.587; number 5, Br, carries 0.685; number 6, H, carries 0.014; number 7, H, carries 0.065; number 8, H, carries 0.098

=====

Stability, highest: #a

=====

#a
# C8H5O2S

A cluster of 2 separate species, C8H5O2S in total (ωB97M-V/def2-TZVPD, OMol25).

Positions of all 16 atoms, in Å:
1 C -2.2641 -0.6241 -0.3330
2 C -1.4835 -1.1977 0.6624
3 C -1.7841 0.5008 -0.9990
4 C -0.2731 -0.6532 1.0205
5 C -0.5794 1.0628 -0.6582
6 C 0.1971 0.5288 0.3994
7 C 1.4769 1.0397 0.6607
8 C 3.2032 -0.1760 -0.4605
9 O 1.9649 1.9222 1.3264
10 O 3.6743 0.5604 -1.2629
11 S 3.2052 -1.6213 0.2185
12 H -3.2286 -1.0412 -0.5901
13 H -1.8345 -2.0813 1.1811
14 H -2.3806 0.9473 -1.7854
15 H 0.3220 -1.1073 1.7958
16 H -0.2157 1.9401 -1.1756

Summary:
**LUMO energy (spin up / spin down)**: 0.126 / 0.126 hartree
**Total charge**: -1
**Gap between HOMO and LUMO (spin up / spin down)**: 5.57 / 5.57 eV
**2S+1**: 1

These are the Löwdin partial charges, in e, on atoms 1 to 8: number 1, C, carries -0.137; number 2, C, carries -0.123; number 3, C, carries -0.128; number 4, C, carries -0.067; number 5, C, carries -0.056; number 6, C, carries -0.230; number 7, C, carries -0.286; number 8, C, carries -0.945

=====

#b
# C8H5O2S

The ion C8H5O2S with charge -1 (ωB97M-V/def2-TZVPD, OMol25).

Positions of all 16 atoms, in Å:
1 C -2.4822 1.6386 -0.0558
2 C -3.2952 0.5067 0.0005
3 C -1.1120 1.3105 -0.0296
4 C -0.9041 0.0021 -0.0749
5 C 1.8649 1.0244 0.0803
6 C 0.2583 -0.8373 -0.0277
7 C 1.6754 -0.2081 -0.0678
8 C 2.7590 -1.3012 0.0475
9 O 2.2674 2.1303 -0.0171
10 O 0.2476 -2.0742 -0.0999
11 S -2.4663 -1.0035 0.0723
12 H -3.0170 2.6884 -0.0030
13 H -4.4050 0.6438 0.1378
14 H 3.5600 -0.8080 0.4248
15 H 2.8790 -1.5476 -1.0232
16 H 2.1701 -2.1648 0.6356

Summary:
**LUMO energy**: 0.129 hartree
**Total charge**: -1
**Gap between HOMO and LUMO**: 6.79 eV
**2S+1**: 1

These are the Löwdin partial charges, in e, on atoms 1 to 8: number 1, C, carries -0.281; number 2, C, carries -0.524; number 3, C, carries -0.153; number 4, C, carries -0.502; number 5, C, carries -0.204; number 6, C, carries -0.417; number 7, C, carries -0.210; number 8, C, carries -0.032

=====

Stability, highest: #a

=====

#a
# C2H6N2S

An isolated molecule of C2H6N2S (ωB97M-V/def2-TZVPD, OMol25).

Positions of all 11 atoms, in Å:
1 C -0.6739 -0.4442 0.2050
2 C -1.9153 -1.1045 -0.2119
3 N 2.3058 0.8181 -0.0038
4 N 1.1734 1.5335 0.4287
5 S -0.4235 1.1216 -0.3804
6 H -1.6781 -1.7832 -1.0593
7 H -2.3009 -1.7594 0.5703
8 H -2.7884 -0.6059 -0.5843
9 H 2.8648 0.2966 0.6205
10 H 0.9917 1.3060 1.4061
11 H 2.4444 0.6214 -0.9910

Summary:
**LUMO energy**: 0.006 hartree
**Gap between HOMO and LUMO**: 8.01 eV
**2S+1**: 1

These are the Löwdin partial charges, in e, on atoms 1 to 8: number 1, C, carries -0.445; number 2, C, carries -0.285; number 3, N, carries -0.093; number 4, N, carries -0.413; number 5, S, carries 0.866; number 6, H, carries 0.092; number 7, H, carries 0.062; number 8, H, carries 0.047

=====

#b
# C2H6N2S

An isolated molecule of C2H6N2S (ωB97M-V/def2-TZVPD, OMol25).

Positions of all 11 atoms, in Å:
1 C -2.0204 0.3763 0.0947
2 C 1.5391 -0.2093 -0.2601
3 H -2.0054 0.9617 0.9958
4 H -2.1162 1.0092 -0.8263
5 H -3.0957 0.1173 -0.1625
6 H 0.9742 -1.0210 1.3741
7 H 1.3008 -0.0015 -1.2412
8 H 3.1476 0.2122 -0.7042
9 N 0.4962 -0.2120 0.6586
10 N 2.7432 -0.2290 0.1374
11 S -0.9635 -1.0040 -0.0662

Summary:
**LUMO energy**: 0.029 hartree
**Structure (SMILES)**: [H]/N=C/NSC
**Gap between HOMO and LUMO**: 9.92 eV
**2S+1**: 1

These are the Löwdin partial charges, in e, on atoms 1 to 8: number 1, C, carries -0.495; number 2, C, carries -0.487; number 3, H, carries 0.033; number 4, H, carries 0.040; number 5, H, carries 0.053; number 6, H, carries 0.170; number 7, H, carries 0.073; number 8, H, carries 0.047

=====

Stability, highest: #b

=====

#a
# C2H6N2S

An isolated molecule of C2H6N2S (ωB97M-V/def2-TZVPD, OMol25).

Positions of all 11 atoms, in Å:
1 C 0.0771 -0.8274 0.1045
2 C -1.0520 0.1704 0.0388
3 H 1.7460 -0.4595 -1.0649
4 H 2.0985 -0.6449 0.4175
5 H 0.0215 -1.3049 1.1495
6 H -0.2492 -1.6358 -0.6087
7 H -1.1653 2.2196 0.1221
8 H 0.3978 1.6683 0.0806
9 N 1.3517 -0.2574 -0.1291
10 N -0.6017 1.4270 -0.0290
11 S -2.6242 -0.3555 -0.0814

Summary:
**LUMO energy**: 0.028 hartree
**Structure (SMILES)**: NCC(N)=S
**Gap between HOMO and LUMO**: 8.93 eV
**2S+1**: 1

These are the Löwdin partial charges, in e, on atoms 1 to 8: number 1, C, carries -0.335; number 2, C, carries -0.912; number 3, H, carries 0.100; number 4, H, carries 0.070; number 5, H, carries 0.145; number 6, H, carries 0.111; number 7, H, carries 0.084; number 8, H, carries 0.109

=====

#b
# C2H6N2S

An isolated molecule of C2H6N2S (ωB97M-V/def2-TZVPD, OMol25).

Positions of all 11 atoms, in Å:
1 C 1.7199 0.6123 0.0706
2 C 0.3730 -0.0664 0.0618
3 H 2.6218 -1.1059 -0.8392
4 H 3.6116 -0.1822 0.0314
5 H 1.8388 1.4043 -0.6777
6 H 1.9022 1.1578 1.0502
7 H 0.4318 -1.1465 0.1667
8 H -2.9542 0.7570 -0.1532
9 N 2.6921 -0.5716 0.0328
10 N -0.6917 0.5748 -0.1948
11 S -2.1258 -0.2614 0.0476

Summary:
**LUMO energy**: 0.035 hartree
**Structure (SMILES)**: NC/C=N/S
**Gap between HOMO and LUMO**: 9.74 eV
**2S+1**: 1

These are the Löwdin partial charges, in e, on atoms 1 to 8: number 1, C, carries -0.229; number 2, C, carries -0.331; number 3, H, carries 0.065; number 4, H, carries 0.039; number 5, H, carries 0.103; number 6, H, carries 0.125; number 7, H, carries 0.097; number 8, H, carries -0.162

=====

Stability, highest: #a